Entry 1:
148
Properties=species:S:1:pos:R:3 method="wB97M-V/def2-TZVPD" homo_lumo_gap_ev=9.4 lumo_energy_ha=0.0158 homo_ha=-0.3285 spin_multiplicity=1
C 3.50781 3.04460 0.21007
C 4.46123 3.97182 -0.57335
C 5.45692 3.21981 -1.45278
C 6.36002 2.21014 -0.73246
C 7.35245 2.84111 0.26109
C 7.41029 2.16704 1.64397
C 6.29645 2.62278 2.61531
C 5.47299 1.51764 3.29146
C 5.06101 0.35070 2.39293
C 3.89977 -0.46378 2.95524
C 3.38446 -1.51825 1.94698
C 3.44986 -2.94650 2.48868
C 2.87402 -3.99340 1.53768
C 1.35296 -3.92461 1.25493
C 0.48032 -3.21645 2.29275
C -0.95636 -3.77518 2.29899
C -1.96162 -2.81507 2.93665
C -3.40544 -3.33646 2.82148
C -4.43922 -2.24994 3.14377
C -4.76551 -1.36876 1.93542
O -6.21411 -1.28492 1.80811
S -6.69760 0.08812 1.11501
O -7.12793 -0.24963 -0.22392
O -8.03619 0.17423 2.03671
C -8.87102 1.29092 1.67316
S -8.21412 2.86038 2.30294
C -9.70098 3.49652 3.12828
C -9.52583 4.98158 3.42975
H 3.66376 3.08293 1.28531
H 3.58084 2.01870 -0.14757
H 2.47688 3.36486 0.05379
H 3.84115 4.57218 -1.24252
H 4.96386 4.68139 0.08365
H 6.12564 3.93868 -1.93952
H 4.91758 2.70040 -2.24525
H 6.93966 1.72377 -1.52260
H 5.74132 1.42912 -0.28327
H 8.34788 2.73785 -0.17284
H 7.14736 3.90200 0.42109
H 8.36631 2.46740 2.08295
H 7.46062 1.08323 1.53737
H 6.77349 3.19856 3.41076
H 5.63553 3.32088 2.09828
H 5.98309 1.13465 4.17962
H 4.54244 1.96638 3.65575
H 4.75547 0.75039 1.42212
H 5.90541 -0.31487 2.19307
H 4.19727 -0.97455 3.87483
H 3.08352 0.22285 3.18455
H 2.38489 -1.25286 1.60141
H 4.02386 -1.48595 1.05822
H 4.50857 -3.17711 2.64397
H 2.98047 -2.98913 3.47462
H 3.43210 -3.91481 0.60124
H 3.10511 -4.98086 1.94256
H 1.18001 -3.49770 0.26710
H 0.99013 -4.95456 1.20274
H 0.88069 -3.34356 3.30085
H 0.40846 -2.14174 2.11550
H -1.26765 -3.92882 1.26114
H -0.96996 -4.72247 2.84184
H -1.72139 -2.65971 3.99308
H -1.89159 -1.84165 2.43629
H -3.52143 -4.13758 3.55380
H -3.55102 -3.70591 1.80553
H -4.06275 -1.62135 3.95237
H -5.37419 -2.69945 3.47664
H -4.37747 -1.80075 1.01187
H -4.35989 -0.36503 2.06882
H -9.83302 1.09033 2.12432
H -8.95629 1.32682 0.58896
H -9.86076 2.96025 4.06014
H -10.54871 3.32664 2.47465
H -8.81219 5.12985 4.23761
H -9.12865 5.50823 2.56245
H -10.48034 5.41797 3.71184
C 2.56517 1.14033 -5.08311
C 2.56552 0.27165 -3.83952
O 2.79120 1.03728 -2.65907
H 3.50608 1.67783 -5.17704
H 2.41544 0.53755 -5.98105
H 1.76942 1.88741 -5.03429
H 3.37220 -0.45933 -3.88155
H 1.62018 -0.27540 -3.74811
H 2.08377 1.68494 -2.58367
C -6.19788 -6.58044 -0.75741
C -5.08186 -6.36699 0.24669
O -4.48309 -5.08132 0.10823
H -5.82240 -6.47327 -1.77534
H -6.63980 -7.57192 -0.64841
H -6.98529 -5.83579 -0.61598
H -4.28383 -7.09290 0.09896
H -5.46203 -6.48377 1.26792
H -5.17509 -4.42569 0.24670
C -4.01005 1.98767 -0.94644
C -3.00237 2.48871 0.07012
O -2.79253 3.89378 -0.02722
H -3.68787 2.22652 -1.96025
H -4.14164 0.90701 -0.86539
H -4.98187 2.46186 -0.78804
H -2.02823 2.02802 -0.09046
H -3.33082 2.23752 1.08577
H -3.63608 4.32963 0.12680
C -9.97771 -4.75610 1.90938
C -9.70348 -6.12340 1.30973
O -10.49326 -6.36224 0.14949
H -11.03330 -4.66209 2.16644
H -9.38179 -4.59288 2.80872
H -9.73851 -3.96515 1.19429
H -9.95489 -6.91020 2.01938
H -8.64159 -6.22076 1.05835
H -10.27877 -5.68528 -0.49923
C 10.42300 0.69729 -4.06251
C 8.93252 0.51771 -3.84847
O 8.30832 1.71238 -3.38235
H 10.90676 1.01360 -3.13952
H 10.89068 -0.23000 -4.39229
H 10.61198 1.46689 -4.81654
H 8.74389 -0.23586 -3.08476
H 8.44978 0.19036 -4.77565
H 8.44621 2.39561 -4.04504
C 3.88644 4.51578 -8.97223
C 2.94488 4.04648 -7.87895
O 3.63233 3.74601 -6.66860
H 4.64587 3.75835 -9.16893
H 3.34426 4.71683 -9.89717
H 4.40073 5.43182 -8.67187
H 2.44472 3.12501 -8.17474
H 2.17560 4.80274 -7.68920
H 4.07426 4.54697 -6.37077
C 13.87601 1.29687 -1.25587
C 13.97503 -0.12481 -1.77686
O 13.45206 -0.25039 -3.09633
H 12.83874 1.63370 -1.26403
H 14.25811 1.36827 -0.23674
H 14.45177 1.97995 -1.88516
H 13.38783 -0.80084 -1.15699
H 15.01559 -0.46591 -1.75700
H 13.96233 0.32692 -3.67211
C -14.18895 0.36918 2.29431
C -13.05313 1.35259 2.09066
O -12.31237 1.57624 3.29018
H -14.86418 0.72676 3.07204
H -14.75639 0.23097 1.37337
H -13.80537 -0.60435 2.60840
H -13.43794 2.32674 1.79182
H -12.38102 0.99750 1.30078
H -11.95399 0.72944 3.57569

---

Entry 2:
49
Properties=species:S:1:pos:R:3 method="wB97M-V/def2-TZVPD" smiles="O=C(NC1CCCCCC1)[C@H](Cc1ccccc1)n1cccc1" homo_lumo_gap_ev=9.2 lumo_energy_ha=0.0283 homo_ha=-0.3080 relative_energy_ev=0.000 spin_multiplicity=1
O -0.27440 -1.92825 2.08038
C 0.24090 -1.14678 1.30846
N -0.43285 -0.49459 0.34581
C -1.85746 -0.66327 0.11870
C -2.06591 -1.02662 -1.35650
C -3.48979 -0.83637 -1.88380
C -4.59429 -1.25695 -0.91223
C -5.03325 -0.11874 0.00818
C -4.02367 0.24583 1.09308
C -2.62675 0.58330 0.57397
C 1.74405 -0.83463 1.39367
C 2.00371 0.65200 1.75328
C 1.52451 1.64083 0.72907
C 2.14815 1.74681 -0.51140
C 1.67497 2.63553 -1.46108
C 0.58411 3.44159 -1.18203
C -0.02455 3.36520 0.05932
C 0.44384 2.47217 1.00636
N 2.47792 -1.23712 0.21587
C 3.83986 -1.26068 0.17247
C 4.23772 -1.67486 -1.06764
C 3.06767 -1.92393 -1.80904
C 2.00533 -1.64775 -0.99249
H 0.04651 0.18727 -0.22287
H -2.14842 -1.50221 0.75872
H -1.76798 -2.06907 -1.49103
H -1.39307 -0.41320 -1.96421
H -3.64554 0.20968 -2.15451
H -3.57699 -1.41746 -2.80443
H -4.27003 -2.11423 -0.32169
H -5.46524 -1.57048 -1.49265
H -5.96829 -0.40132 0.49801
H -5.24087 0.76376 -0.60258
H -4.41153 1.10786 1.64153
H -3.93898 -0.58052 1.80222
H -2.06433 1.03519 1.39371
H -2.68042 1.31551 -0.23297
H 2.11304 -1.43535 2.23813
H 3.08087 0.77406 1.89076
H 1.51656 0.84781 2.71055
H 3.00872 1.13547 -0.73674
H 2.16526 2.70112 -2.42098
H 0.21736 4.13449 -1.92454
H -0.86497 4.00251 0.29150
H -0.03171 2.41819 1.97542
H 4.42899 -0.99244 1.02768
H 5.24857 -1.79197 -1.40536
H 3.01312 -2.26955 -2.82246
H 0.95836 -1.74768 -1.19094

---

Entry 3:
15
Properties=species:S:1:pos:R:3 method="wB97M-V/def2-TZVPD" homo_lumo_gap_ev=7.0 total_charge=-1 lumo_energy_ha=0.1447 homo_ha=-0.1118 relative_energy_ev=3.994 spin_multiplicity=1
C -1.44302 -1.39326 0.53012
C -0.50811 -0.65019 1.27223
C -3.23411 -0.92887 -0.52575
C 0.55898 0.26692 -1.04511
N 0.93401 1.23827 0.98537
N 0.33742 0.06094 0.37740
O -3.32787 0.22657 -0.44813
O -3.50179 -1.96229 -0.97831
H -1.89855 -2.27249 0.98261
H -1.08166 -1.68770 -0.53130
H 1.61092 0.31353 -1.16456
H 0.08786 -0.65550 -1.65520
H -0.00177 1.12368 -1.46029
H 0.49875 1.30354 1.84306
H 0.47251 2.01198 0.46241

---

Entry 4:
84
Properties=species:S:1:pos:R:3 method="wB97M-V/def2-TZVPD" homo_lumo_gap_ev=6.2 total_charge=-1 lumo_energy_ha=0.0837 homo_ha=-0.1447 relative_energy_ev=0.190 spin_multiplicity=1
Ag -0.09234 0.46309 -0.04615
C -2.96710 0.48020 2.56613
C -1.96990 -0.37005 3.29239
C -1.82347 -0.30167 4.67217
C -0.85706 -1.04292 5.33268
C -0.02859 -1.88969 4.61474
C -0.16344 -2.01399 3.23794
C 0.70830 -2.94519 2.44444
C -1.13723 -1.24567 2.59744
N -1.21712 -1.30014 1.18308
C -1.91194 -2.19256 0.60608
C -2.76023 -3.20850 1.32328
C -1.91487 -2.23183 -0.90522
C -2.99595 -3.03076 -1.58206
N -0.99766 -1.59018 -1.49788
C -0.88827 -1.52009 -2.89992
C 0.20526 -2.17234 -3.48297
C 1.10717 -3.01682 -2.63201
C 0.41686 -2.02175 -4.84457
C -0.42497 -1.22817 -5.61187
C -1.50160 -0.59759 -5.01653
C -1.76245 -0.73796 -3.65590
C -2.96635 -0.07577 -3.04794
H -3.67753 0.91727 3.26676
H -3.52305 -0.08697 1.81762
H -2.45036 1.28936 2.04298
H -2.47371 0.35870 5.23167
H -0.74524 -0.95519 6.40587
H 0.74240 -2.45788 5.12070
H 1.56361 -3.26593 3.03854
H 1.07528 -2.46006 1.53925
H 0.15890 -3.83919 2.13280
H -2.60000 -3.15821 2.39826
H -2.54318 -4.21851 0.97463
H -3.81603 -3.01643 1.12052
H -3.98220 -2.64002 -1.32373
H -2.96538 -4.07280 -1.26187
H -2.87485 -2.99254 -2.66261
H 1.49582 -2.44039 -1.79230
H 1.94400 -3.39359 -3.21854
H 0.56758 -3.87345 -2.21982
H 1.26339 -2.51926 -5.30224
H -0.23279 -1.09342 -6.66815
H -2.15579 0.03268 -5.60783
H -3.15682 0.88251 -3.53006
H -2.83389 0.11425 -1.98490
H -3.85500 -0.70054 -3.18260
C 2.04501 4.54968 4.63231
Si 1.16930 2.94492 5.07044
C -0.66027 3.28871 5.28838
C 1.77878 2.41340 6.78344
C 1.69248 1.60903 3.85838
C 2.62923 0.66335 4.22838
C 3.09455 -0.28851 3.31972
C 2.54549 -0.26201 2.05559
N 1.63873 0.62354 1.65664
C 1.21917 1.59144 2.51355
S 0.14147 2.78765 1.92466
H 1.80946 5.33744 5.35061
H 1.73454 4.88149 3.64189
H 3.12722 4.40969 4.62034
H -0.79424 3.90184 6.18345
H -1.22746 2.36869 5.41762
H -1.06583 3.80490 4.42304
H 1.51729 3.17545 7.51945
H 2.85893 2.27319 6.82994
H 1.30529 1.47668 7.08704
H 3.01380 0.65132 5.24210
H 3.83826 -1.02610 3.58907
H 2.84306 -0.98799 1.30445
F -2.74700 2.35193 -0.38394
C -1.91975 2.62962 -1.42766
C -0.76836 1.89562 -1.61197
C -0.06203 2.23691 -2.73868
F 1.08966 1.56652 -3.07007
C -0.42744 3.23200 -3.63210
F 0.30819 3.52054 -4.72439
C -1.58868 3.94367 -3.39096
F -1.97972 4.91659 -4.23532
C -2.34928 3.63843 -2.27349
F -3.49200 4.31884 -2.05412
O 2.36815 -0.33683 -1.26594
H 2.00112 0.03778 -2.07757
H 2.59721 0.44550 -0.74786

---

Entry 5:
16
Properties=species:S:1:pos:R:3 method="wB97M-V/def2-TZVPD" homo_lumo_gap_ev=8.9 lumo_energy_ha=0.0243 homo_ha=-0.3029 relative_energy_ev=3.504 spin_multiplicity=1
C -0.94074 1.43310 -0.03066
C 0.38484 1.64294 -0.06972
N 1.50923 0.88797 0.03903
C 1.78112 -0.55869 -0.02204
C 0.60465 -1.41893 0.36034
O -0.39648 -1.21390 -0.57430
N -1.69532 -0.94957 -0.00545
C -1.83104 0.28921 0.17014
H -1.49993 2.35436 0.01160
H 0.64172 2.70505 0.01469
H 2.35974 1.46052 -0.20262
H 2.56574 -0.68017 0.80701
H 2.12912 -0.84789 -1.04249
H 0.27013 -1.21024 1.41307
H 0.86500 -2.49882 0.35875
H -2.85000 0.53377 0.55094